This record from the OMol25 dataset describes a 2-piece molecular cluster, C9H14O6 overall. The level of theory is ωB97M-V/def2-TZVPD.

```
! wB97M-V def2-TZVPD RIJCOSX def2/J DEFGRID3
* xyz 0 1
C 1.6849 0.6293 -1.9791
C 0.2812 1.3509 -2.2170
O -0.5830 1.1875 -1.0664
C -1.8532 0.6322 -1.3916
O -2.6284 0.4052 -0.4567
C -1.9776 0.4284 -2.9663
C -0.4151 0.4207 -3.3200
O -0.0743 -0.9885 -3.3471
H 2.4237 1.2927 -1.4011
H 1.5238 -0.3327 -1.4030
H 2.1233 0.4285 -3.0215
H 0.2442 2.3774 -2.6988
H -2.3274 1.4063 -3.4515
H -2.5731 -0.4385 -3.3809
H -0.2626 0.8114 -4.3736
H -0.2536 -1.4110 -2.4821
C -0.9249 -1.0989 3.9650
C 0.4089 -0.5468 3.5108
C 0.3279 0.2668 2.2518
O 1.6191 0.0821 1.6807
C 2.0810 -1.1170 2.1312
O 3.0465 -1.6743 1.7011
O 1.2944 -1.6006 3.1339
H -1.3060 -1.8386 3.2562
H -0.8135 -1.6135 4.9227
H -1.6646 -0.3043 4.0831
H 0.8793 0.0192 4.3224
H 0.1426 1.3227 2.4537
H -0.4236 -0.0968 1.5440
*
```

Computed properties:
E_LUMO ... 0.6 eV
HOMO-LUMO gap ... 10.95 eV
Strongest force on any atom ... 3.70 eV Å⁻¹
Total energy ... -21844.305 eV

=====

This record from the OMol25 dataset describes a 2-piece molecular cluster, C9H14S overall. The level of theory is ωB97M-V/def2-TZVPD.

```
! wB97M-V def2-TZVPD RIJCOSX def2/J DEFGRID3
* xyz 0 1
C 0.7455 1.7215 -2.5379
C 2.2048 0.0444 -1.3642
C 1.2634 1.0835 -1.2670
C 2.5182 -0.6907 -0.2642
C 1.9532 -0.5087 0.9872
C 0.6804 1.2495 -0.0228
C 1.0056 0.5041 1.1038
H 2.7109 -0.1493 -2.3043
H 3.1312 -1.5679 -0.4768
H -0.1106 1.0542 -2.7584
H 1.4753 1.7200 -3.3420
H 2.3474 -1.0297 1.8597
H -0.2428 1.8266 0.0779
H 0.4474 0.5016 2.0243
H 0.4548 2.7653 -2.4035
C -1.9633 -1.1230 1.3291
C -3.0989 -0.1403 1.4872
S -1.6519 -2.0034 -0.2555
H -1.0179 -0.7738 1.7246
H -2.1484 -1.9762 2.0090
H -3.0095 0.5977 0.6776
H -0.5237 -2.7055 -0.0110
H -3.0973 0.1491 2.5363
H -4.0740 -0.5490 1.1908
*
```

Computed properties:
E_LUMO ... 0.8 eV
HOMO-LUMO gap ... 9.58 eV
Strongest force on any atom ... 3.08 eV Å⁻¹
Total energy ... -20394.369 eV

=====

This record from the OMol25 dataset describes a 2-piece molecular cluster, C9H14S overall. The level of theory is ωB97M-V/def2-TZVPD.

```
! wB97M-V def2-TZVPD RIJCOSX def2/J DEFGRID3
* xyz 0 1
C 3.1245 0.6154 2.2202
C 0.9326 0.5648 -0.8389
C 1.4700 0.9317 0.3817
C 1.1885 -0.6868 -1.3652
C 2.3485 0.0749 1.0516
C 1.9011 -1.6162 -0.6118
C 2.5072 -1.2123 0.5692
H 0.4645 1.3545 -1.4177
H 1.2787 1.8882 0.8636
H 0.6804 -1.0495 -2.2519
H 2.0629 -2.6089 -1.0016
H 3.8831 -0.0764 2.5869
H 2.4588 0.8850 3.0359
H 3.1733 -1.8736 1.1330
H 3.6810 1.5027 1.9191
C -2.4148 0.0588 0.2438
C -4.4738 0.2452 -1.6751
S -2.6918 0.0759 -1.5436
H -3.3106 0.0303 0.8630
H -1.8343 -0.8303 0.4803
H -1.8146 0.9289 0.5240
H -5.0337 -0.2497 -0.8783
H -4.8344 -0.2487 -2.5684
H -4.7470 1.2960 -1.7198
*
```

Computed properties:
E_LUMO ... 1.0 eV
HOMO-LUMO gap ... 9.35 eV
Strongest force on any atom ... 1.27 eV Å⁻¹
Total energy ... -20394.953 eV

=====

This record from the OMol25 dataset describes C9H15AsF6O3S5Se2Ti as an isolated structure. The level of theory is ωB97M-V/def2-TZVPD.

```
! wB97M-V def2-TZVPD RIJCOSX def2/J DEFGRID3
* xyz -1 4
Ti 0.2693 -0.8991 0.5669
S -1.5707 -6.4618 -4.2270
C -1.1452 -5.2495 -3.2157
S 0.3258 -5.2171 -2.3173
C 0.1365 -3.6599 -1.5316
C -1.0614 -2.9886 -1.8442
S -1.5567 -1.4725 -1.3024
S -2.1208 -3.8508 -2.9355
S 1.3686 -3.1376 -0.5263
C -0.7517 2.8026 2.1668
Se 0.5049 2.1054 0.8686
C 0.1744 3.3566 -0.5862
C -1.2581 3.5700 -1.0398
Se -2.0758 2.0767 -1.9951
C -3.2338 1.4213 -0.5763
H -0.5650 3.8595 2.3495
H -0.5719 2.2293 3.0733
H -1.7748 2.6319 1.8455
H 0.7804 2.9601 -1.4012
H 0.6051 4.3099 -0.2718
H -1.2771 4.4126 -1.7338
H -1.9176 3.8211 -0.2100
H -3.8626 2.2369 -0.2236
H -2.6565 0.9846 0.2331
H -3.8605 0.6498 -1.0191
F 2.6338 -0.5418 0.9262
As 2.9749 -0.6510 2.6769
F 3.4088 1.0202 2.6719
F 1.2824 -0.1898 2.8782
F 3.1966 -0.7459 4.3816
F 2.4850 -2.3017 2.6024
F 4.6055 -1.0923 2.3319
O -1.5669 -0.2901 1.7507
C -1.5754 -1.4451 2.2596
O -0.7180 -2.3056 1.9640
H -2.3646 -1.6990 2.9851
C 2.5016 -0.0500 -1.9468
O 1.2047 0.2099 -1.4009
H 2.6226 0.4818 -2.8936
H 2.6619 -1.1183 -2.0966
H 3.2252 0.3174 -1.2253
H 0.5170 -0.0899 -2.0122
*
```

Computed properties:
E_LUMO (alpha / beta) ... 2.0 / 0.5 eV
HOMO-LUMO gap (alpha / beta) ... 6.00 / 6.59 eV
⟨S²⟩ ... 3.773
Strongest force on any atom ... 0.42 eV Å⁻¹
Total energy ... -300854.723 eV